1.
DFT (wB97M-V/def2-TZVPD) results for C38H41CoN4OSe as an isolated structure.

As for the spin multiplicity: 1. For the calculated total energy, the calculation gives -5551.1396 hartree. As for the HOMO energy (alpha / beta): -7.04 / -7.04 eV. The calculation puts the molar mass at 707.666 g/mol. The energy above the lowest of the compared OMol25 structures with the same formula, charge and spin is 0.00 kcal per mole. Its charge is 0. The calculation puts the HOMO-LUMO gap (alpha / beta) at 6.405 / 6.406 eV. Its strongest force on any atom is 0.5 eV/A.

Structure (XYZ):
```
86
Properties=species:S:1:pos:R:3:forces:R:3:lowdin_charge:R:1
Co -1.099 0.042 0.490 0.2 -0.3 0.2 0.31
C 1.721 0.199 3.525 0.0 0.0 0.0 0.00
C 0.638 0.437 2.536 0.0 -0.1 0.0 -0.27
N 0.295 -0.388 1.609 0.0 0.1 0.0 -0.06
N 0.885 -1.593 1.424 0.1 0.0 -0.1 0.12
C 0.251 -2.211 0.433 0.0 -0.1 0.0 -0.41
O -0.746 -1.722 -0.187 0.1 0.2 0.0 -0.06
C 0.732 -3.557 0.039 0.0 0.0 0.0 -0.14
C 1.912 -4.081 0.560 0.0 0.0 0.0 -0.03
C 2.341 -5.338 0.168 0.0 0.0 0.0 -0.08
C 1.593 -6.076 -0.741 0.0 0.0 0.0 -0.09
C 0.417 -5.555 -1.261 0.0 0.0 0.0 -0.07
C -0.014 -4.296 -0.875 0.0 0.0 0.0 -0.01
C -0.123 1.680 2.468 -0.1 0.1 0.0 -0.20
C 0.090 2.781 3.288 0.0 -0.1 -0.1 0.02
C -0.653 3.926 3.067 0.0 0.0 0.0 -0.04
C -1.582 3.950 2.036 0.0 0.0 0.0 -0.03
C -1.748 2.817 1.263 0.0 -0.1 0.0 -0.08
N -1.044 1.713 1.485 0.0 0.0 -0.2 0.01
H 2.073 -0.826 3.447 0.0 0.0 0.0 0.08
H 1.355 0.378 4.537 0.0 0.0 0.0 0.09
H 2.562 0.873 3.337 0.0 0.0 0.0 0.09
H 2.483 -3.495 1.267 0.0 0.0 0.0 0.11
H 3.259 -5.745 0.570 0.0 0.0 0.0 0.10
H 1.930 -7.059 -1.045 0.0 0.0 0.0 0.10
H -0.167 -6.131 -1.967 0.0 0.0 0.0 0.10
H -0.925 -3.869 -1.272 0.0 0.0 0.0 0.12
H 0.833 2.737 4.071 0.0 0.0 0.0 0.12
H -0.504 4.797 3.690 0.0 0.0 0.0 0.11
H -2.175 4.829 1.830 0.0 0.0 0.0 0.11
H -2.454 2.776 0.444 0.0 0.0 0.0 0.13
C -2.264 -0.398 -5.490 0.0 0.0 0.0 -0.05
C -2.333 -0.207 -3.996 0.1 0.0 -0.1 -0.26
C -3.473 -0.616 -3.296 -0.1 -0.1 0.1 -0.02
C -3.572 -0.420 -1.930 0.1 -0.1 -0.1 -0.26
C -4.776 -0.869 -1.156 0.0 0.0 0.0 -0.05
C -2.517 0.234 -1.299 0.2 0.1 0.2 -0.07
C -1.289 0.553 -1.938 -0.2 -0.1 0.1 -0.27
C -1.254 0.352 -3.339 0.0 0.0 0.0 0.00
N -0.317 0.916 -1.066 -0.1 0.4 0.1 0.04
C 0.997 1.386 -1.491 0.1 -0.3 -0.1 -0.42
C 1.805 0.291 -2.220 0.0 0.0 0.1 -0.07
C 3.166 0.827 -2.672 0.0 0.0 0.0 -0.28
C 3.975 1.252 -1.445 0.0 0.0 0.0 -0.12
C 3.207 2.340 -0.692 0.0 0.0 0.0 -0.28
C 3.036 3.555 -1.605 0.0 0.0 0.0 -0.12
C 2.221 3.145 -2.832 0.0 0.0 0.0 -0.28
C 2.954 2.034 -3.591 0.0 0.0 0.0 -0.12
C 0.850 2.636 -2.380 0.0 0.0 0.0 -0.08
C 1.832 1.807 -0.274 -0.1 0.1 0.0 -0.09
H -3.166 -0.873 -5.871 0.0 0.0 0.0 0.07
H -1.411 -1.022 -5.764 0.0 0.0 0.0 0.08
H -2.144 0.559 -6.000 0.0 0.0 0.0 0.08
H -4.293 -1.077 -3.835 0.0 0.0 0.0 0.11
H -5.560 -1.217 -1.827 0.0 0.0 0.0 0.08
H -5.180 -0.062 -0.541 0.0 0.0 0.0 0.08
H -4.510 -1.680 -0.475 0.0 0.0 0.0 0.06
H -2.717 0.553 -0.258 -0.1 0.4 -0.2 0.04
H -0.381 0.611 -3.919 0.0 0.0 0.0 0.09
H 1.255 -0.098 -3.076 0.0 0.0 0.0 0.11
H 1.936 -0.548 -1.527 0.0 0.0 0.0 0.13
H 3.702 0.042 -3.212 0.0 0.0 0.0 0.14
H 4.956 1.631 -1.748 0.0 0.0 0.0 0.12
H 4.144 0.388 -0.793 0.0 0.0 0.0 0.12
H 3.762 2.629 0.206 0.0 0.0 0.0 0.14
H 4.016 3.935 -1.909 0.0 0.0 0.0 0.12
H 2.525 4.363 -1.070 0.0 0.0 0.0 0.12
H 2.084 4.010 -3.488 0.0 0.0 0.0 0.14
H 3.916 2.402 -3.961 0.0 0.0 0.0 0.12
H 2.366 1.733 -4.465 0.0 0.0 0.0 0.12
H 0.227 2.425 -3.249 0.0 0.0 0.0 0.11
H 0.330 3.404 -1.797 0.0 0.0 0.0 0.13
H 1.293 2.584 0.279 0.0 0.0 0.0 0.12
H 1.969 0.945 0.379 0.0 0.0 0.0 0.11
Se -2.866 -0.658 1.992 0.1 -0.5 -0.1 0.87
C -2.242 -1.095 3.752 -0.2 0.3 0.1 -0.59
C -1.063 -1.761 4.076 0.0 -0.2 -0.1 -0.13
C -0.745 -2.029 5.402 0.0 0.0 0.0 -0.10
C -1.598 -1.654 6.429 0.0 0.0 0.0 -0.10
C -2.790 -1.014 6.112 0.0 0.0 0.1 -0.10
C -3.106 -0.735 4.793 0.1 0.1 0.0 -0.16
H -0.405 -2.127 3.299 0.0 0.1 0.0 0.08
H 0.174 -2.558 5.626 0.0 0.0 0.0 0.10
H -1.347 -1.869 7.459 0.0 0.0 0.0 0.10
H -3.477 -0.724 6.897 0.0 0.0 0.0 0.10
H -4.032 -0.224 4.561 0.0 0.0 0.0 0.08
```
Positions in Å, forces in eV/Å.

2.
DFT (wB97M-V/def2-TZVPD) results for C38H41F3N13O3Sm as an isolated structure in a non-equilibrium geometry.

As for the spin multiplicity: 6. For the calculated total energy, the calculation gives -3367.8392 hartree. As for the HOMO energy (alpha / beta): -6.95 / -6.98 eV. The calculation puts the molar mass at 935.188 g/mol. Its charge is 0. The calculation puts the HOMO-LUMO gap (alpha / beta) at 5.924 / 5.966 eV. Its strongest force on any atom is 1.8 eV/A.

Structure (XYZ):
```
99
Properties=species:S:1:pos:R:3:forces:R:3:lowdin_spin:R:1
Sm -0.347 -1.059 0.533 1.0 1.2 -1.0 5.05
C 3.630 3.388 -1.496 0.0 0.0 -0.1 0.00
C 3.267 2.649 -2.619 0.0 0.0 0.0 0.00
C 2.623 1.427 -2.477 -0.1 0.0 0.1 0.00
C 2.299 0.922 -1.209 0.3 -0.1 0.2 0.00
C 2.680 1.665 -0.092 0.0 0.0 0.1 0.00
C 3.349 2.876 -0.237 -0.1 0.0 0.1 0.00
N 1.668 -0.330 -1.043 -0.3 0.3 -0.4 -0.02
C 2.302 -1.388 -1.505 -0.1 -0.3 0.0 0.00
C 3.690 -1.391 -1.910 -0.1 0.0 0.0 0.00
C 4.303 -2.526 -2.314 -0.1 -0.2 0.0 0.00
C 3.611 -3.779 -2.380 0.2 0.0 -0.1 -0.01
C 2.311 -3.840 -2.021 -0.3 0.1 0.1 0.00
C 1.617 -2.667 -1.579 0.4 0.2 0.0 -0.01
N 0.325 -2.692 -1.173 0.4 -0.4 -0.6 0.00
N -0.298 -3.793 -1.315 -0.4 -0.5 0.1 0.02
C -1.604 -3.790 -0.821 -0.1 0.1 -0.1 0.00
C -2.265 -5.019 -0.770 0.0 -0.2 0.0 0.00
C -3.567 -5.058 -0.321 0.0 -0.1 0.0 0.00
C -4.202 -3.870 0.041 -0.1 -0.1 0.0 0.00
C -3.475 -2.704 -0.033 0.1 0.2 -0.1 0.00
N -2.199 -2.653 -0.440 0.0 -0.1 0.2 0.00
H 4.146 4.336 -1.605 0.0 -0.1 0.0 0.00
H 3.507 3.017 -3.613 0.0 0.0 0.1 0.00
H 2.399 0.823 -3.349 0.0 0.1 0.0 0.00
H 2.503 1.236 0.887 0.0 0.0 0.0 0.00
H 3.676 3.416 0.647 -0.1 0.0 -0.1 0.00
H 4.252 -0.471 -1.827 0.0 0.0 0.0 0.00
H 5.356 -2.493 -2.569 0.0 0.0 0.0 0.00
H 4.141 -4.675 -2.682 0.0 0.1 0.0 0.00
H 1.764 -4.772 -2.027 0.0 0.0 0.0 0.00
H -1.724 -5.908 -1.071 -0.1 0.1 0.0 0.00
H -4.091 -6.004 -0.248 0.0 0.0 0.0 0.00
H -5.226 -3.853 0.399 0.1 0.0 -0.1 0.00
H -3.913 -1.759 0.270 0.0 0.0 0.0 0.00
C 0.239 4.068 1.601 0.3 0.1 0.1 0.00
N 0.530 3.139 2.677 0.1 0.3 0.0 0.00
C 0.828 3.785 3.949 -0.1 0.0 -0.1 0.00
C 0.312 1.799 2.575 0.1 0.2 -0.1 0.00
N -0.429 1.247 1.644 -0.3 -0.1 -0.3 -0.01
C -1.556 1.935 1.123 -0.1 -0.1 0.4 0.00
C -2.327 2.772 1.939 -0.2 -0.1 0.1 0.00
C -3.465 3.412 1.481 0.0 0.0 0.0 0.00
C -3.879 3.203 0.172 0.0 0.0 0.0 0.00
C -3.155 2.339 -0.630 -0.1 0.0 -0.1 0.00
C -1.998 1.692 -0.186 -0.2 -0.1 -0.1 0.00
N -1.378 0.708 -1.006 -0.1 0.0 0.4 -0.01
C -1.191 0.966 -2.278 0.1 0.1 0.0 0.00
N -0.917 2.210 -2.745 0.1 0.4 -0.1 0.00
C -1.323 2.677 -4.062 0.1 0.0 0.2 0.00
C -0.292 3.216 -1.903 -0.1 -0.1 -0.1 0.00
N -1.238 -0.017 -3.217 0.1 -0.1 0.0 0.00
C -0.239 -0.116 -4.270 -0.2 0.1 0.0 0.00
C -2.130 -1.154 -3.092 0.0 0.1 -0.1 0.00
N 0.960 1.040 3.504 0.2 -0.1 -0.1 0.00
C 2.389 1.210 3.747 -0.1 0.1 0.1 0.00
C 0.366 -0.178 4.030 0.1 0.1 0.2 0.00
H -0.723 4.566 1.749 0.1 0.0 0.0 0.00
H 0.220 3.550 0.653 0.0 0.0 0.0 0.00
H 1.024 4.825 1.567 0.1 0.0 0.0 0.00
H 0.062 4.538 4.160 0.0 0.0 0.0 0.00
H 1.797 4.286 3.916 0.0 0.0 0.0 0.00
H 0.833 3.059 4.754 0.0 0.0 0.0 0.00
H -2.026 2.898 2.976 0.0 0.0 -0.1 0.00
H -4.035 4.049 2.148 0.1 -0.1 -0.1 0.00
H -4.777 3.680 -0.211 0.1 -0.1 0.0 0.00
H -3.502 2.126 -1.637 0.0 0.0 0.0 0.00
H -1.954 1.942 -4.551 0.0 -0.1 0.0 0.00
H -0.455 2.880 -4.696 0.0 0.0 0.0 0.00
H -1.890 3.607 -3.955 0.0 0.0 0.0 0.00
H 0.265 2.728 -1.109 0.0 -0.1 0.0 0.00
H -1.026 3.901 -1.467 0.0 0.0 0.0 0.00
H 0.415 3.784 -2.507 0.1 0.0 0.0 0.00
H 0.412 0.754 -4.252 0.0 -0.1 0.0 0.00
H -0.712 -0.183 -5.254 0.0 0.0 0.0 0.00
H 0.372 -1.011 -4.119 0.0 0.0 0.0 0.00
H -2.668 -1.284 -4.036 0.0 0.0 0.0 0.00
H -2.846 -0.979 -2.294 0.1 0.0 0.0 0.00
H -1.585 -2.073 -2.884 0.0 -0.1 0.0 0.00
H 2.759 2.089 3.221 0.0 0.0 0.0 0.00
H 2.930 0.337 3.376 0.0 -0.1 0.0 0.00
H 2.595 1.329 4.816 0.0 0.0 0.0 0.00
H -0.689 -0.207 3.783 -0.1 0.0 0.0 0.00
H 0.472 -0.178 5.119 0.0 0.0 0.0 0.00
H 0.854 -1.069 3.641 0.0 0.0 0.0 0.00
O -1.990 -1.112 1.982 -1.1 0.5 0.7 -0.02
N -1.598 -2.316 2.238 0.4 0.1 -0.2 -0.01
C -2.330 -3.018 3.008 -0.5 -1.2 0.9 0.00
C -1.948 -4.394 3.275 -0.2 0.3 -0.1 0.00
N -1.695 -5.497 3.478 0.0 0.3 0.0 0.00
C -3.554 -2.495 3.575 0.1 -0.1 0.0 0.00
N -4.528 -2.080 4.022 0.1 -0.1 -0.1 0.00
F 0.638 -3.786 1.381 0.1 -0.3 0.1 0.00
C 1.915 -3.744 1.837 0.1 0.3 0.0 0.00
F 2.602 -4.688 1.216 0.1 -0.3 -0.1 0.00
F 1.877 -4.036 3.146 -0.1 -0.1 0.1 0.00
C 2.526 -2.335 1.645 -0.3 0.4 -0.1 0.00
O 3.732 -2.242 1.616 -0.2 0.2 0.0 0.00
O 1.618 -1.417 1.592 0.8 -0.4 0.3 -0.01
```
Positions in Å, forces in eV/Å.